Entry 1:
Below is a molecular structure, C29H39MoN4S2, with properties calculated with ωB97M-V/def2-TZVPD.

Summary:
Calculated total energy = -60194.5818 eV
Relative energy (zero: lowest compared OMol25 entry of this formula, charge and spin) = 1.08 kJ/mol
Molecular weight = 603.73 g/mol
LUMO energy = 2.66 eV
Kohn-Sham gap = 6.08 eV
Charge = -1
Max |F| = 0.41 eV Å⁻¹

Cartesian coordinates (Å):
Mo  -0.07  0.73  -0.51
S  -0.87  -1.60  -1.28
S  1.99  -1.90  1.84
N  0.40  0.64  -2.81
N  -1.02  0.52  1.59
N  2.63  -0.71  -0.95
N  0.83  2.12  -0.02
C  2.77  0.06  -2.17
C  0.60  4.31  0.97
C  -2.03  1.62  -0.79
C  4.23  -0.43  2.39
C  5.32  0.38  2.12
C  -4.72  2.56  -0.77
C  -0.10  0.67  2.72
C  1.61  -0.17  -3.12
C  3.55  -0.36  0.09
C  4.67  0.42  -0.18
C  2.30  3.93  -0.80
C  -1.70  -0.78  1.74
C  -2.75  1.82  0.40
C  -4.07  2.27  0.42
C  -2.02  1.61  1.69
C  -2.73  1.94  -1.96
C  -1.35  -1.06  -2.88
C  1.59  3.29  0.39
C  -0.71  0.01  -3.52
C  -4.04  2.39  -1.96
C  3.31  -0.85  1.41
C  -1.10  0.41  -4.78
C  -2.14  -0.22  -5.44
C  0.64  2.03  -3.25
C  -2.39  -1.70  -3.56
C  -2.79  -1.28  -4.82
C  5.56  0.80  0.82
C  2.63  2.91  1.44
C  2.68  -2.15  -1.25
H  -4.58  2.39  1.37
H  1.71  -2.51  -1.60
H  -2.19  -0.82  2.72
H  2.17  2.50  2.34
H  -2.44  -0.90  0.95
H  -2.45  0.12  -6.42
H  3.69  -0.21  -2.72
H  3.32  2.17  1.05
H  6.42  1.41  0.58
H  -0.61  1.25  -5.27
H  -4.53  2.61  -2.90
H  -2.90  -2.51  -3.07
H  -2.70  1.40  2.52
H  0.37  1.65  2.67
H  -0.21  4.50  0.26
H  1.44  2.44  -2.65
H  2.85  1.12  -1.91
H  4.05  -0.77  3.41
H  1.91  0.05  -4.15
H  -5.75  2.90  -0.76
H  -0.25  2.62  -3.10
H  1.31  -1.22  -3.08
H  3.00  3.23  -1.25
H  2.91  -2.70  -0.34
H  -3.61  -1.79  -5.32
H  -0.66  0.60  3.67
H  -0.96  -1.57  1.66
H  2.87  4.80  -0.46
H  4.87  0.74  -1.19
H  3.21  3.80  1.73
H  0.67  -0.10  2.68
H  -1.47  2.52  1.93
H  0.15  3.92  1.89
H  1.58  4.27  -1.55
H  3.45  -2.34  -2.01
H  0.95  2.06  -4.30
H  1.10  5.25  1.21
H  5.99  0.67  2.92
H  -2.25  1.81  -2.92

***

Entry 2:
Below is a molecular structure, C29H39N7O4SScSi, with properties calculated with ωB97M-V/def2-TZVPD.

Summary:
Calculated total energy = -88740.8615 eV
Relative energy (zero: lowest compared OMol25 entry of this formula, charge and spin) = 114.72 kJ/mol
Molecular weight = 654.78 g/mol
LUMO energy = -2.48 eV
Kohn-Sham gap = 6.44 eV
Charge = +1
Max |F| = 0.50 eV Å⁻¹

Cartesian coordinates (Å):
Sc  -0.17  1.17  -0.76
S  -4.38  -0.34  -1.31
Si  1.05  -0.88  2.01
O  3.29  -2.36  -4.23
O  0.54  -0.43  0.49
O  3.91  -1.54  -2.25
O  2.82  -0.15  -0.37
N  -0.33  -0.63  -2.13
N  -5.02  -2.82  -0.66
N  0.40  2.30  -2.76
N  1.19  2.64  0.40
N  -2.00  0.85  0.65
N  0.64  -1.58  -3.84
N  -1.35  3.30  -0.68
C  -2.53  -3.69  -0.09
C  3.99  1.86  3.16
C  1.27  -3.49  2.97
C  -1.47  3.75  -2.09
C  1.78  -2.58  2.04
C  2.81  -3.00  1.20
C  -0.52  -1.11  -3.36
C  0.38  3.65  1.11
C  1.02  -0.84  -1.82
C  3.36  0.77  2.58
C  -4.01  -1.91  -0.81
C  -2.70  3.04  -0.13
C  1.63  -1.41  -2.90
C  -2.72  -2.40  -0.51
C  1.31  1.38  3.67
C  -4.86  -4.10  -0.25
C  -1.81  -1.16  -4.08
C  1.76  -4.78  3.05
C  1.94  2.48  4.25
C  2.00  0.51  2.82
C  -3.62  -4.57  0.05
C  -2.66  2.10  1.07
C  -0.60  4.28  0.14
C  1.57  -0.08  -0.68
C  3.03  -1.81  -3.18
C  3.30  -4.29  1.27
C  2.78  -5.19  2.20
C  3.28  2.72  3.99
C  -0.14  3.67  -2.83
H  -1.52  -4.04  0.13
H  -0.13  3.14  1.92
H  3.52  -1.00  -1.47
H  -3.49  -5.59  0.38
H  -1.88  4.76  -2.15
H  0.80  -2.05  -4.72
H  0.99  4.43  1.56
H  -2.11  2.54  1.90
H  -1.88  -1.73  -0.64
H  -3.20  3.98  0.14
H  -5.95  -2.47  -0.87
H  -5.76  -4.69  -0.18
H  -0.04  4.94  -0.54
H  -2.07  -2.18  -4.35
H  4.10  -4.60  0.61
H  3.91  0.12  1.91
H  0.05  1.74  -3.53
H  -0.23  -0.93  2.77
H  0.47  -3.19  3.64
H  -1.78  -0.58  -5.01
H  1.38  3.13  4.91
H  -3.68  1.93  1.41
H  5.04  2.04  2.97
H  0.27  1.19  3.89
H  3.77  3.57  4.44
H  1.35  -5.47  3.78
H  -2.60  -0.76  -3.44
H  -2.68  0.32  0.09
H  3.17  -6.19  2.26
H  -0.30  4.00  -3.86
H  3.23  -2.31  0.48
H  -1.30  4.93  0.68
H  -3.30  2.56  -0.91
H  1.72  2.07  1.05
H  -1.74  0.27  1.44
H  -2.18  3.08  -2.59
H  1.41  2.30  -2.86
H  1.89  3.07  -0.20
H  0.59  4.35  -2.40